DFT (ωB97M-V/def2-TZVPD) results for a molecular structure, C46H62Cl2F2N3O2W.

Its net charge is +3. As for the HOMO energy (alpha / beta): -0.596 / -0.596 hartree.

CARTESIAN COORDINATES (ANGSTROEM)
H1 7.03386 15.20575 16.40489
H2 8.99296 14.56460 13.28007
C1 13.29675 12.79671 10.56877
C2 14.26700 14.67826 9.47682
C3 11.03388 10.69093 15.26608
H3 11.37217 13.41792 12.97609
H4 11.76366 9.85257 15.36369
H5 15.12422 12.54646 14.07422
C4 9.70943 10.37492 15.39212
C5 14.35725 17.06724 10.38828
C6 10.00161 18.38077 17.57691
H6 16.16467 14.68729 15.10068
H7 12.32598 11.94239 12.84835
H8 14.75785 16.96083 8.20332
H9 9.34176 18.91256 18.27272
H10 13.26314 17.70760 8.65668
H11 15.02816 13.80848 16.18628
H12 12.14734 15.87811 17.44528
W1 12.25097 15.39446 14.43548
C7 9.16661 18.23395 11.78356
H13 10.90275 15.35492 11.67452
C8 14.20521 12.41876 8.23286
H14 7.55710 15.36051 13.59555
H15 14.75897 18.56819 8.88508
C9 15.87557 17.07531 10.74826
C10 12.94257 12.34768 15.24484
Cl1 7.60550 14.68192 9.51414
H16 7.40966 9.58563 16.79074
C11 9.91921 18.63489 16.19777
C12 10.41235 17.83886 13.82116
H17 15.37394 12.43309 6.42692
H18 12.08247 11.65749 8.10746
C13 11.48839 11.99765 15.32308
C14 10.50541 13.01648 15.25007
F1 9.01599 19.53302 15.82358
C15 8.77045 11.42819 15.33331
C16 10.80879 17.35363 17.99818
C17 15.15711 13.11477 7.24840
H19 13.48471 11.41245 14.93987
C18 12.44202 13.04775 12.89115
H20 14.05397 16.98084 17.09648
H21 15.03306 10.45297 7.73515
C19 8.43897 14.93874 14.09778
H22 6.52606 12.70346 10.30572
H23 8.07278 8.02984 17.14869
H24 14.70053 15.14017 8.61599
N1 14.22556 15.63303 15.40828
H25 8.95591 9.51095 17.76355
C20 7.82709 14.43907 16.48751
C21 9.69459 17.01111 11.26111
C22 14.29026 17.58433 8.96451
H26 9.92782 6.99856 16.01498
O1 11.04360 14.31173 15.22703
N2 10.86547 16.67705 13.30958
C23 9.59375 18.66278 13.01395
Cl2 8.53277 12.72579 11.45080
C24 6.62607 13.28286 14.66935
C25 13.91819 15.57592 10.50720
H27 12.41253 13.23395 7.30310
H28 16.28040 18.08227 10.67289
H29 6.63586 12.80647 13.70080
H30 15.02255 16.48230 13.66631
H31 14.04840 15.21791 17.53041
C26 15.14323 14.37712 15.24297
H32 14.16372 17.67858 14.64625
H33 11.08490 8.31396 16.54984
H34 13.03060 11.70130 6.63613
H35 9.36027 16.66600 10.26338
C27 13.59730 18.04920 11.30130
C28 10.51838 16.27941 12.04232
C29 8.36134 8.52939 14.41260
H36 9.24059 19.67001 13.26710
H37 7.74652 11.16734 15.41764
H38 12.50653 18.02545 11.09359
C30 14.73342 11.04575 8.60899
H39 6.29708 12.53086 15.38434
H40 7.87264 12.37492 9.14800
C31 14.38381 15.99795 16.85969
C32 9.23163 8.96960 15.63018
H41 8.73852 14.87747 16.87241
O2 13.01833 15.66212 12.80841
H42 9.00925 8.34878 13.54339
H43 14.73590 14.04184 6.83487
C33 14.83930 16.78026 14.65070
C34 13.03970 13.61155 11.66025
H44 7.59155 9.24739 14.19704
C35 10.36975 7.96608 15.77066
C36 10.73226 17.96806 15.26549
H45 15.07172 14.02022 13.17608
H46 15.76609 17.02361 15.18672
H47 13.85867 19.08165 11.06182
H48 7.45605 13.72068 17.21356
H49 16.08202 16.75913 11.81020
C37 8.04824 13.82534 15.07248
H50 15.48413 16.04056 17.05434
C38 11.58413 16.68644 17.05079
C39 13.96985 13.28508 9.43331
H51 16.44446 16.41924 10.12046
H52 8.45926 18.79868 11.20507
H53 13.69087 17.89098 12.41126
H54 15.57182 11.11993 9.32709
H55 13.36865 12.63608 16.20855
H56 13.97322 10.46760 9.15644
C40 9.13770 12.76332 15.19263
C41 8.38030 9.05322 16.91572
F2 10.91471 16.96848 19.21812
H57 5.87648 14.12961 14.63132
H58 8.94756 15.79769 14.54711
H59 10.86506 7.82410 14.79503
H60 16.12810 13.30387 7.70424
H61 7.82022 7.61433 14.70272
C42 11.64008 16.97264 15.72558
H62 13.05474 11.75440 10.64421
C43 13.35141 14.99332 11.60558
C44 12.82329 12.24559 7.54837
N3 13.20676 13.43098 14.18463
C45 14.68287 13.53751 14.07330
C46 7.52687 12.97573 10.02041

Atomic partial charges in e from the Mulliken method, atoms 1 to 99:
1 H 0.47
2 H -0.37
3 C -0.47
4 C -0.28
5 C -0.38
6 H -0.45
7 H 0.45
8 H 0.71
9 C -0.41
10 C 1.91
11 C -0.53
12 H 0.47
13 H 0.84
14 H 0.41
15 H 0.51
16 H 0.44
17 H 0.51
18 H 0.65
19 W 2.27
20 C -0.96
21 H -0.07
22 C 1.67
23 H 0.60
24 H 0.49
25 C -1.43
26 C -1.19
27 Cl -0.12
28 H 0.37
29 C 0.50
30 C 0.52
31 H 0.46
32 H 0.35
33 C 0.58
34 C 0.22
35 F -0.28
36 C -0.31
37 C -0.08
38 C -1.91
39 H 0.40
40 C -1.09
41 H 0.58
42 H 0.42
43 C -1.08
44 H 0.35
45 H 0.45
46 H 0.62
47 N 0.09
48 H 0.34
49 C -1.59
50 C -0.76
51 C -1.89
52 H 0.44
53 O 0.19
54 N 0.74
55 C -0.96
56 Cl 0.03
57 C -1.91
58 C -0.47
59 H 0.34
60 H 0.50
61 H 0.37
62 H 0.56
63 H 0.47
64 C -1.03
65 H 0.15
66 H 0.40
67 H 0.50
68 H 0.59
69 C -1.40
70 C -0.26
71 C -1.46
72 H 0.57
73 H 0.55
74 H 0.22
75 C -1.59
76 H 0.51
77 H 0.36
78 C -1.60
79 C 1.71
80 H 0.21
81 O 0.70
82 H 0.37
83 H 0.38
84 C -1.43
85 C 0.72
86 H 0.33
87 C -1.94
88 C -0.59
89 H 0.14
90 H 0.65
91 H 0.64
92 H 0.37
93 H 0.11
94 C 2.06
95 H 0.56
96 C -1.23
97 C -0.68
98 H 0.38
99 H 0.56

DFT (ωB97M-V/def2-TZVPD) results for C3H7IN2O in the gas phase.

Its net charge is 0. The calculation puts the energy above the lowest of the compared OMol25 structures with the same formula, charge and spin at 113.98 kJ/mol. As for the HOMO energy: -0.338 hartree. As for the structure (SMILES): C=N[C@@H](I)NOC.

CARTESIAN COORDINATES (ANGSTROEM)
N1 1.34692 -0.95825 -0.57668
N2 -0.51785 -0.26284 0.22138
C1 2.07639 -1.29490 -1.50678
I1 -0.28914 0.72990 -2.64752
C2 -1.65019 0.91773 1.92184
H1 -0.92441 -1.05896 -0.24350
H2 -1.79504 1.95130 2.09538
O1 -1.52671 0.72736 0.50085
H3 2.65978 -2.21894 -1.22727
H4 1.10287 1.07123 -0.27874
C3 0.46687 0.18006 -0.56697
H5 -2.60420 0.36423 2.35063
H6 2.37944 -0.88228 -2.42569
H7 -0.72474 0.73436 2.38308

The natural (NBO) scheme yields these atomic charges, measured in e:
1 N -0.43
2 N -0.33
3 C 0.00
4 I -0.15
5 C -0.25
6 H 0.37
7 H 0.19
8 O -0.40
9 H 0.17
10 H 0.23
11 C 0.07
12 H 0.18
13 H 0.18
14 H 0.19

DFT (ωB97M-V/def2-TZVPD) results for a molecular structure, C5H9CuMgO4.

Its net charge is 0. The calculation puts the energy above the lowest of the compared OMol25 structures with the same formula, charge and spin at 0.00 kJ/mol. As for the HOMO energy: -0.245 hartree.

CARTESIAN COORDINATES (ANGSTROEM)
Cu1 -1.61710 -1.43563 -0.33630
H1 1.31855 -3.61552 0.17956
O1 -3.30076 0.00183 -0.01508
H2 -3.39723 2.06373 0.01457
H3 0.01338 4.78001 2.13452
O2 -0.59380 0.30844 0.42025
O3 -0.03127 4.80017 1.16421
C1 -1.40535 1.47180 0.24668
H4 0.50108 -3.79511 -1.40796
C2 -2.73398 1.17006 0.05446
Mg1 -0.64534 3.40648 0.08654
H5 1.32194 1.09984 0.57898
H6 2.39779 -0.92614 -0.31093
C3 0.72806 0.39268 -0.03268
H7 1.38470 -1.31970 1.10965
H8 0.75676 0.74415 -1.08035
H9 2.15817 -3.11857 -1.32709
C4 1.36045 -0.97523 0.06093
O4 0.60202 -1.88433 -0.72102
C5 1.18194 -3.16897 -0.81895

The natural (NBO) scheme yields these atomic charges, measured in e:
1 Cu 0.84
2 H 0.18
3 O -0.85
4 H 0.12
5 H 0.47
6 O -0.65
7 O -1.40
8 C -0.62
9 H 0.20
10 C 0.14
11 Mg 1.67
12 H 0.18
13 H 0.18
14 C -0.08
15 H 0.18
16 H 0.17
17 H 0.18
18 C -0.09
19 O -0.58
20 C -0.25

DFT (ωB97M-V/def2-TZVPD) results for 3 unconnected molecules or ions with the total composition C6H18NO3.

Its net charge is -1. The calculation puts the energy above the lowest of the compared OMol25 structures with the same formula, charge and spin at 171.13 kJ/mol. As for the HOMO energy: -0.092 hartree.

CARTESIAN COORDINATES (ANGSTROEM)
H1 3.03132 -1.76159 -1.39034
H2 -1.72840 -1.71778 2.21025
C1 -0.68128 -2.05873 1.89911
H3 -0.40394 1.36162 -2.89118
H4 0.28819 -0.59902 3.24172
H5 2.21909 -0.67985 -2.16035
O1 3.04159 -1.18839 -2.21275
H6 -0.70614 -2.20269 0.81865
H7 -1.05252 0.53188 1.26245
N1 -1.10829 1.44339 -2.24296
H8 -1.83731 -0.50263 -2.26886
C2 0.04582 0.40592 1.33245
O2 -0.59692 3.41504 0.20703
H9 0.48859 -0.81421 -1.87567
H10 1.36594 -1.22800 2.05081
C3 -0.06813 -0.53136 -1.02766
H11 0.38851 1.28819 1.87407
H12 1.79027 -0.12257 0.07374
C4 -1.34457 0.16399 -1.55044
H13 -0.06106 2.82107 0.71076
H14 -1.46537 3.15554 0.47850
H15 -0.32858 -1.42901 -0.51535
H16 -2.03993 0.31001 -0.70913
O3 -0.32069 -3.12940 2.54832
H17 0.89394 1.33158 -0.46122
C5 0.73774 0.32896 -0.05175
H18 -0.89628 2.22989 -1.53142
C6 0.34841 -0.82185 2.18123

The natural (NBO) scheme yields these atomic charges, measured in e:
1 H 0.48
2 H 0.05
3 C 0.04
4 H 0.34
5 H 0.19
6 H 0.47
7 O -0.95
8 H 0.06
9 H 0.19
10 N -0.87
11 H 0.18
12 C -0.43
13 O -0.94
14 H 0.16
15 H 0.18
16 C -0.43
17 H 0.17
18 H 0.20
19 C -0.21
20 H 0.48
21 H 0.47
22 H 0.23
23 H 0.19
24 O -0.94
25 H 0.19
26 C -0.40
27 H 0.38
28 C -0.46

DFT (ωB97M-V/def2-TZVPD) results for 2 unconnected molecules or ions with the total composition C3H7NO3.

Its net charge is 0. The calculation puts the energy above the lowest of the compared OMol25 structures with the same formula, charge and spin at 103.56 kJ/mol. As for the HOMO energy: -0.387 hartree. As for the structure (SMILES): CC(=O)NC=O.O.

CARTESIAN COORDINATES (ANGSTROEM)
H1 2.49047 0.98982 0.33603
H2 2.17542 2.78359 -1.14282
C1 1.37595 2.03526 -0.98577
H3 -1.40791 -3.25432 -0.41704
H4 -0.93981 1.34280 0.00089
O1 1.23616 -0.88422 0.84052
O2 0.44949 2.01806 -1.75869
H5 -1.31833 -0.39233 -0.23141
H6 -1.19190 0.30420 1.36459
C2 0.69829 0.11738 0.46701
N1 1.53258 1.22726 0.11992
C3 -0.76693 0.33647 0.35702
O3 -2.23061 -3.42133 0.06193
H7 -2.10286 -3.20264 0.98780

The natural (NBO) scheme yields these atomic charges, measured in e:
1 H 0.41
2 H 0.13
3 C 0.53
4 H 0.47
5 H 0.24
6 O -0.55
7 O -0.56
8 H 0.26
9 H 0.24
10 C 0.71
11 N -0.68
12 C -0.73
13 O -0.95
14 H 0.47